(1)
C17H25ClN2V as an isolated structure in a non-equilibrium geometry. Source: the Open Molecules 2025 dataset; level of theory: ωB97M-V/def2-TZVPD.

Geometry as XYZ:
```
46
Properties=species:S:1:pos:R:3:forces:R:3:mulliken_charge:R:1
C 0.2632 0.8288 -6.7521 0.065 0.196 -1.489 1.055
C 1.6455 1.3879 -7.1144 -0.016 -0.053 0.423 -1.359
C 0.0379 -0.5200 -7.4482 -0.018 -0.057 0.416 -1.373
C -0.8323 1.8236 -7.1584 -0.020 -0.052 0.423 -1.358
Cl 0.1883 0.5753 -4.9595 -0.021 -0.055 0.416 -0.223
H 0.0809 -0.3868 -8.5324 0.011 0.071 0.114 0.352
H -0.9434 -0.9350 -7.1924 0.165 0.086 -0.044 0.370
H 0.8084 -1.2440 -7.1608 -0.123 0.137 -0.050 0.368
H 1.7078 1.5441 -8.1946 -0.089 -0.046 0.096 0.351
H 2.4402 0.6923 -6.8226 -0.148 0.107 -0.053 0.366
H 1.8237 2.3488 -6.6187 -0.048 -0.170 -0.085 0.370
H -0.7999 1.9849 -8.2393 0.065 -0.073 0.102 0.352
H -0.6894 2.7909 -6.6639 -0.007 -0.176 -0.083 0.369
H -1.8264 1.4427 -6.8990 0.179 0.048 -0.046 0.368
C 1.7758 -1.3544 1.2135 -0.279 -0.363 -0.907 -0.569
C 0.9606 -2.1733 0.3476 0.889 0.345 0.187 -0.669
C 1.1928 -1.7148 -1.0035 -0.158 0.273 0.376 -0.407
H 0.4407 -3.0859 0.6439 0.237 0.360 -0.177 0.520
C 2.0406 -0.5710 -0.9528 -0.435 -0.136 0.455 -0.220
C 2.3538 -0.3018 0.4178 -0.393 -0.967 -0.231 -0.550
H 3.0325 0.4747 0.7746 -0.367 -0.206 -0.091 0.491
H 2.0203 -1.5801 2.2582 -0.442 0.353 -0.538 0.766
H 0.9010 -2.2477 -1.9158 -0.185 0.481 0.440 0.544
H 2.5121 -0.0822 -1.8107 -0.603 0.058 0.312 0.543
C -2.0498 1.1351 0.6255 -0.372 -1.122 -0.208 -0.625
C -2.1820 -0.0907 1.3735 0.118 -0.322 -0.740 -0.464
C -2.0459 -1.2005 0.4629 -0.648 0.835 0.197 -0.639
H -2.4367 -0.1667 2.4359 0.492 0.008 -0.529 0.697
C -2.0564 -0.6370 -0.8666 0.352 0.198 0.212 -0.413
C -2.0546 0.7851 -0.7599 0.289 -0.435 0.308 -0.239
H -2.2006 1.4918 -1.5813 0.539 -0.321 0.236 0.542
H -2.1043 2.1451 1.0336 0.136 -0.364 -0.131 0.496
H -2.1455 -2.2557 0.7236 0.007 0.458 -0.152 0.519
H -2.2008 -1.1992 -1.7952 0.467 0.239 0.399 0.546
V -0.0601 -0.1825 0.4143 -0.044 -0.089 -1.091 0.793
C -1.0548 0.6864 5.4052 -0.696 0.371 -0.389 -0.767
N 0.0355 0.0283 4.6734 0.207 0.005 -0.749 -0.010
C 1.0816 -0.6837 5.4215 0.653 -0.363 -0.316 -0.739
C 0.1165 0.1528 3.3985 -0.017 0.382 0.642 0.289
N 0.1609 0.3183 2.2399 0.338 0.307 1.282 -0.364
H -0.8500 0.5506 6.4542 -0.136 0.080 0.245 0.287
H -2.0210 0.2489 5.1434 0.139 -0.108 0.178 0.331
H -1.0888 1.7481 5.1526 0.126 -0.073 0.171 0.351
H 1.0942 -1.7471 5.1768 -0.209 0.065 0.077 0.332
H 2.0665 -0.2765 5.1902 -0.089 0.130 0.107 0.357
H 0.8636 -0.5510 6.4670 0.090 -0.047 0.287 0.262
```
Forces are in eV/Å.

Results
Molar mass = 343.798 g mol⁻¹
Spin multiplicity = 2
Total charge = +2



(2)
An isolated ion of composition C18H21N4S2 and charge -1 in a non-equilibrium geometry. Source: the Open Molecules 2025 dataset; level of theory: ωB97M-V/def2-TZVPD.

Geometry as XYZ:
```
45
Properties=species:S:1:pos:R:3:forces:R:3:mulliken_charge:R:1
C 0.2666 1.1522 3.6639 -0.380 -0.225 -0.117 -0.910
N -1.0095 0.4574 3.6590 -0.021 0.643 1.023 0.284
C -1.4967 0.0409 4.9636 0.251 0.060 -0.649 -1.064
C -1.4943 -0.0473 2.4489 -0.319 -0.270 -1.031 0.064
C -1.4657 -1.4255 2.1397 0.454 0.618 0.137 -0.537
C -1.6453 -1.8492 0.8248 -0.478 -0.004 0.582 -0.516
C -2.1759 -0.9572 -0.1076 0.392 -0.083 -0.697 0.364
C -2.5352 -1.4053 -1.4926 -0.562 1.576 0.123 -0.389
C -3.2156 -2.6368 -1.6889 0.557 -0.039 -0.205 0.331
C -3.6970 -2.9511 -2.9862 -1.217 -0.153 -2.280 -0.081
N -4.1320 -3.1357 -4.0667 1.060 0.285 2.374 -0.677
C -3.4770 -3.5677 -0.6544 -0.466 -1.361 1.379 0.004
N -3.7564 -4.3249 0.1992 0.531 1.272 -1.511 -0.660
C -2.2556 0.4020 0.2111 -0.527 0.247 -0.626 -0.620
C -1.9015 0.8704 1.4549 0.247 -0.595 0.862 -0.501
H 0.5622 1.3623 2.6294 -0.030 -0.003 0.299 0.217
H 0.1986 2.0990 4.2187 0.051 -0.072 -0.072 0.279
H 1.0502 0.5382 4.1393 0.020 0.064 -0.068 0.301
H -2.4705 -0.4522 4.8527 0.275 0.117 0.085 0.325
H -0.7850 -0.6445 5.4563 -0.209 0.028 0.089 0.326
H -1.6126 0.9385 5.5958 -0.030 -0.327 -0.010 0.310
H -1.2341 -2.1216 2.9506 0.268 0.104 -0.415 0.392
H -1.3659 -2.8629 0.5334 -0.439 0.232 0.179 0.634
H -2.8844 -0.5680 -2.1378 0.330 -0.734 0.536 0.536
H -2.5446 1.1147 -0.5731 -0.128 -0.524 0.577 0.467
H -1.9700 1.9297 1.7047 0.152 -0.249 -0.096 0.431
C 4.2115 1.3890 -1.6064 -0.049 0.229 0.023 -0.635
C 3.4782 2.0698 -2.7564 -0.267 -0.086 -0.431 -0.637
C 1.9476 1.9223 -2.7475 -0.383 0.403 0.294 -0.797
N 1.4736 0.6111 -2.3057 -0.574 -0.053 -0.154 0.137
C 0.1115 0.3790 -2.3676 -1.686 -0.132 -0.585 0.157
S -1.1188 1.5217 -2.5389 1.276 0.656 -0.361 -0.354
S -0.4978 -1.2404 -2.3879 1.191 -1.061 0.109 -0.241
C 2.1365 -0.0023 -1.1660 0.490 -0.323 0.334 -0.331
C 3.6568 0.0020 -1.3286 -0.236 -0.304 0.008 -0.841
H 5.2754 1.3196 -1.8540 -0.040 0.053 0.078 0.297
H 4.1400 2.0218 -0.7134 -0.085 -0.165 0.046 0.304
H 3.6748 3.1471 -2.7418 0.121 -0.127 -0.110 0.302
H 3.8635 1.6853 -3.7092 -0.042 -0.026 0.128 0.322
H 1.4891 2.7147 -2.1264 0.175 -0.222 -0.041 0.425
H 1.5506 2.0847 -3.7646 0.141 -0.048 0.429 0.407
H 1.8764 0.5325 -0.2341 -0.009 0.095 -0.135 0.055
H 1.7483 -1.0261 -1.0477 0.208 0.431 -0.147 0.432
H 3.9353 -0.6929 -2.1294 -0.065 0.134 -0.051 0.346
H 4.0947 -0.3945 -0.4132 0.051 -0.062 0.097 0.340
```
Forces are in eV/Å.

Results
Molar mass = 357.528 g mol⁻¹
Spin multiplicity = 1
Total charge = -1



(3)
C16H26O2 in the gas phase in a non-equilibrium geometry. Source: the Open Molecules 2025 dataset; level of theory: ωB97M-V/def2-TZVPD.

Geometry as XYZ:
```
44
Properties=species:S:1:pos:R:3:forces:R:3:mulliken_charge:R:1
C 2.1930 1.9983 -1.5916 0.488 -0.837 2.446 -1.695
C 2.8559 1.1306 -0.3569 -2.697 1.378 -2.794 0.574
C 2.2956 -0.2692 -0.4719 0.674 0.818 -3.429 -1.555
C 0.9974 -0.4668 0.1800 -2.510 0.179 -2.734 1.800
C 0.6646 -1.9610 0.2600 -0.185 -0.699 -0.294 -1.037
C -0.8364 -2.1988 0.3565 -1.946 1.162 5.530 0.134
O -1.2151 -2.6272 1.4904 0.679 0.339 -3.595 -0.618
C -1.9581 -1.4651 -0.4754 0.795 -2.424 -1.673 0.845
C -3.4299 -1.7925 -0.2097 0.386 -3.150 -0.045 -1.474
C -4.1736 -1.9985 -1.5789 -1.033 1.179 0.205 -0.385
C -3.1009 -2.3909 -2.5703 0.078 -2.438 0.692 -0.862
C -1.7660 -2.0282 -1.9344 0.149 3.618 -3.463 0.412
O -0.8543 -1.7759 -2.7351 -0.453 -0.994 2.614 -0.595
C 0.7989 0.2006 1.4720 1.548 -0.275 1.669 -1.690
C 1.1287 1.6637 1.5428 0.029 1.219 -0.617 2.143
C 1.2146 2.1154 3.0080 1.151 -0.949 -1.177 -2.219
C 0.0395 2.6685 0.9375 -0.019 -1.042 1.570 -1.812
C 2.5505 1.7467 0.9511 -0.241 1.153 0.968 -1.676
H 1.1357 1.8071 -1.7214 -0.453 0.056 0.562 0.322
H 2.5786 1.5538 -2.4665 1.011 0.162 -1.279 0.547
H 2.3516 3.0713 -1.4497 0.181 -0.200 -0.408 0.342
H 3.9097 1.0995 -0.5448 0.666 0.143 -0.020 0.483
H 3.0432 -0.8703 -0.0212 0.742 -1.424 -0.027 0.370
H 2.1129 -0.3984 -1.6820 0.941 -0.649 3.068 0.194
H 0.2598 -0.0103 -0.6022 0.827 -0.647 1.417 -0.301
H 1.0611 -2.4302 1.1931 -0.178 0.442 -0.719 0.378
H 1.1312 -2.4605 -0.5887 -0.175 -0.041 -0.197 0.454
H -1.8660 -0.3818 -0.4896 0.763 0.007 -0.146 0.502
H -3.4889 -2.6891 0.4635 0.068 0.548 -0.748 0.389
H -3.9491 -1.0597 0.2902 -0.796 1.892 1.392 0.459
H -4.4971 -0.9434 -1.8770 0.078 -1.360 0.273 0.270
H -5.1369 -2.6369 -1.5214 1.809 0.906 -0.035 0.323
H -3.0138 -3.4764 -2.8000 -0.423 0.247 0.454 0.283
H -3.2059 -1.9837 -3.5578 0.225 0.641 -0.276 0.346
H 1.4684 -0.3533 2.2322 -1.157 0.746 -0.703 0.236
H -0.2113 0.1072 1.6945 -1.966 -0.653 1.140 0.565
H 0.3009 1.8690 3.4417 -1.598 -0.475 1.137 0.568
H 2.0104 1.5265 3.4585 0.068 0.266 0.486 0.431
H 1.3524 3.1726 3.1266 0.404 0.540 -0.042 0.447
H 0.4509 3.6607 1.0120 0.325 0.478 -0.273 0.489
H -0.8627 2.7220 1.6367 1.001 -0.455 -0.982 0.410
H -0.2808 2.4840 -0.0726 -0.124 -0.177 -0.386 0.287
H 2.7418 2.8085 0.8834 0.761 0.426 0.253 0.532
H 3.1996 1.2621 1.6886 0.107 0.344 0.185 0.382
```
Forces are in eV/Å.

Results
SMILES string = C[C@@H]1C[C@@H](CC(=O)[C@@H]2CCCC2=O)CC(C)(C)C1
Molar mass = 250.382 g mol⁻¹
Spin multiplicity = 1
ΔE to the lowest compared entry with this formula, charge and spin = 88.3 kcal/mol



Electronic energy for the records above, in order: -2175.84813, -1713.89543, -775.65300 Eh